# 1
A single C5H7NO molecule, computed with wB97M-V/def2-TZVPD.

Structure (XYZ):
```
14
Properties=species:S:1:pos:R:3:forces:R:3
C -2.1955 -0.0978 -0.6788 -0.07 0.00 -0.02
C -0.7739 0.1579 -0.2744 0.02 0.19 0.06
H -2.4605 -1.1438 -0.4966 0.03 0.15 -0.02
C 0.2895 -0.8098 -0.2050 0.09 0.02 0.03
H -2.3714 0.1072 -1.7403 0.07 -0.04 0.12
H 2.6231 -1.1966 1.4296 0.06 0.00 -0.11
O 1.0850 1.1613 0.4717 0.10 -0.09 0.01
C -0.2282 1.3324 0.1243 -0.26 -0.05 -0.05
N 2.6521 -0.5790 0.6274 -0.03 0.08 0.08
C 1.3742 -0.1476 0.2720 -0.17 -0.12 0.00
H -2.8849 0.5248 -0.0999 0.10 -0.07 -0.11
H 0.2462 -1.8542 -0.4839 0.01 0.16 0.09
H 3.2551 0.2062 0.8378 -0.01 -0.05 -0.05
H -0.6106 2.3389 0.2163 0.04 -0.18 -0.02
```
Positions in Å, forces in eV/Å.

Values from the calculation:
energy = -8835.528 eV
spin multiplicity = 1
HOMO energy = -7.903 eV
maximum force = 0.3 eV/Å
SMILES = Cc1coc(N)c1
energy relative to the best compared isomer or geometry (same formula, charge and spin) = 0.675 eV

---

# 2
A molecular structure, C5H7NO, computed with wB97M-V/def2-TZVPD.

Structure (XYZ):
```
14
Properties=species:S:1:pos:R:3:forces:R:3
H -1.9186 -1.1446 -0.9584 0.09 0.28 -0.06
H 0.7240 1.8845 0.0773 -0.40 0.03 -0.29
O -0.0074 1.7071 -0.5499 -0.36 -0.17 0.20
C -0.1731 0.3526 -0.6792 -1.07 -1.26 2.65
H -0.7255 -1.4884 1.2061 0.09 0.43 -0.26
H -2.3646 0.5458 -0.4432 0.06 -0.14 -0.18
N 2.4074 0.6172 1.4216 -0.38 -0.62 -1.00
C 1.9324 0.0898 0.5051 0.32 0.37 0.71
H -1.1455 0.2369 1.7129 -0.03 0.03 -0.21
H 1.8138 -0.2135 -1.5558 -0.49 0.12 0.07
H 0.9789 -1.4509 -0.5991 0.20 -0.12 0.05
C 1.1711 -0.3841 -0.6749 -0.34 -0.27 -0.02
C -1.0492 -0.4861 0.9117 1.14 0.58 -0.37
C -1.6436 -0.2661 -0.3742 1.17 0.73 -1.31
```
Positions in Å, forces in eV/Å.

Values from the calculation:
energy = -8832.854 eV
spin multiplicity = 1
HOMO energy = -8.127 eV
maximum force = 3.1 eV/Å
energy relative to the best compared isomer or geometry (same formula, charge and spin) = 3.349 eV

---

# 3
A single C5H7NO molecule, computed with wB97M-V/def2-TZVPD.

Structure (XYZ):
```
14
Properties=species:S:1:pos:R:3:forces:R:3
O -1.3087 -0.2710 -2.1801 0.57 -0.53 -0.10
H -0.7970 -1.8451 -3.0236 0.02 -0.17 0.28
H 1.0949 2.0109 0.2851 -0.26 -0.35 0.05
H 1.0923 -1.3585 2.0139 0.03 0.29 -0.08
C 1.3319 1.0994 0.8349 1.57 -0.95 -0.43
C -0.7020 0.4413 0.0090 -1.22 -1.04 -0.58
N 0.2255 -0.9174 1.7385 -0.46 -1.63 0.49
H 1.6054 1.3745 1.8507 -0.20 -0.13 0.19
H -0.5001 -1.6077 1.5678 0.22 0.02 0.15
C -1.4483 0.5396 -1.0346 -0.92 0.88 -0.02
C 0.2680 0.0100 0.7631 0.57 3.32 0.59
H -2.2502 1.2468 -1.2012 -0.07 -0.10 0.12
C -0.8609 -1.4772 -1.9661 -0.12 0.12 -0.79
H 2.2242 0.6643 0.3679 0.26 0.28 0.13
```
Positions in Å, forces in eV/Å.

Values from the calculation:
energy = -8830.745 eV
spin multiplicity = 1
HOMO energy = -8.525 eV
maximum force = 3.4 eV/Å
energy relative to the best compared isomer or geometry (same formula, charge and spin) = 5.458 eV

---

# 4
A single C5H7NO molecule, computed with wB97M-V/def2-TZVPD.

Structure (XYZ):
```
14
Properties=species:S:1:pos:R:3:forces:R:3
H 0.0222 -0.2398 -2.4375 -0.09 -0.03 0.02
O -0.8157 -2.3051 1.2444 0.16 0.19 -0.14
C 0.3033 0.6418 0.3469 -0.03 -1.97 -0.09
H 1.3723 1.6813 -1.0633 -0.29 -0.13 0.29
C 0.0758 0.2179 1.7524 -0.81 -1.95 -0.17
H -0.8271 0.5827 2.2380 0.21 0.42 0.04
H 0.9337 0.1508 2.4219 -0.03 0.04 -0.01
N 1.0725 1.6235 -0.0973 0.62 1.38 -0.42
C -0.6391 -0.7314 -1.7192 -0.03 -0.23 0.25
C -0.4642 -1.2177 0.8884 0.52 1.74 1.41
H -1.6734 -0.4209 -1.9021 0.16 0.16 -0.08
H 1.5197 2.2792 0.5314 -0.32 -0.32 -0.11
C -0.2525 -0.4546 -0.2942 -0.25 0.61 -0.98
H -0.6278 -1.8078 -1.9098 0.18 0.09 -0.01
```
Positions in Å, forces in eV/Å.

Values from the calculation:
energy = -8834.772 eV
spin multiplicity = 1
HOMO energy = -8.370 eV
maximum force = 2.3 eV/Å
SMILES = CC1=C(N)CC1=O
energy relative to the best compared isomer or geometry (same formula, charge and spin) = 1.431 eV

---

# 5
A single C5H7NO molecule, computed with wB97M-V/def2-TZVPD.

Structure (XYZ):
```
14
Properties=species:S:1:pos:R:3:forces:R:3
C -0.8420 -0.1334 0.4755 0.05 -0.11 0.19
H 0.7023 -1.5746 1.1060 -0.01 0.15 -0.08
C 1.6329 0.4070 0.8347 0.13 0.27 0.17
C 0.5761 -0.6037 0.6279 -0.09 -0.05 0.14
H 2.3845 -1.0100 -0.6818 -0.14 0.10 0.03
O 2.1057 1.2492 1.5451 -0.24 -0.49 -0.36
H -1.4488 -0.2674 1.3712 0.09 0.06 -0.15
C 1.6254 -0.2584 -0.4742 0.16 0.09 -0.12
N -1.0117 1.1030 -0.2769 -0.07 0.22 0.05
H -1.0686 -0.5002 -1.7144 -0.05 0.03 0.16
H 1.2834 0.3173 -1.3334 0.05 -0.03 0.18
H -2.6440 -0.2813 -0.7995 0.19 0.03 0.01
C -1.5653 -0.1351 -0.8178 -0.12 -0.21 -0.14
H -1.7300 1.6876 0.1378 0.06 -0.05 -0.08
```
Positions in Å, forces in eV/Å.

Values from the calculation:
energy = -8833.251 eV
spin multiplicity = 1
HOMO energy = -8.930 eV
maximum force = 0.7 eV/Å
SMILES = O=C1C[C@@H]1[C@@H]1CN1
energy relative to the best compared isomer or geometry (same formula, charge and spin) = 2.952 eV

---

# 6
A single C5H7NO molecule, computed with wB97M-V/def2-TZVPD.

Structure (XYZ):
```
14
Properties=species:S:1:pos:R:3:forces:R:3
H -1.9656 -1.2103 -1.2289 0.12 0.05 0.12
N -1.7729 0.5939 -0.0468 -0.11 0.15 0.19
H 0.6775 0.0092 1.9993 0.01 0.23 -0.14
C 0.7052 0.6612 -0.8118 0.03 0.18 -0.47
H 0.7263 1.0960 -1.8119 0.04 0.12 0.23
C 1.7102 -0.2704 -0.1272 0.11 -0.19 -0.04
C -0.4668 0.0135 -0.0858 0.02 -0.07 -0.01
H 1.8043 -1.3153 -0.4312 -0.23 0.07 0.05
H -1.8891 -1.5166 0.5769 0.09 0.05 -0.14
C 0.6727 0.1765 0.9190 -0.03 -0.11 0.48
O 0.8261 1.5456 0.3842 0.07 0.24 -0.11
H 2.6711 0.2277 0.0234 -0.09 -0.24 -0.02
C -1.6403 -0.8564 -0.2536 -0.01 -0.35 -0.08
H -2.0585 0.8454 0.8946 -0.02 -0.13 -0.05
```
Positions in Å, forces in eV/Å.

Values from the calculation:
energy = -8831.681 eV
spin multiplicity = 1
HOMO energy = -9.519 eV
maximum force = 0.5 eV/Å
energy relative to the best compared isomer or geometry (same formula, charge and spin) = 4.522 eV

---

# 7
A single C5H7NO molecule, computed with wB97M-V/def2-TZVPD.

Structure (XYZ):
```
14
Properties=species:S:1:pos:R:3:forces:R:3
H -0.0520 0.6089 1.4531 -0.02 -0.11 -0.11
C -0.5587 0.7341 -1.4040 0.19 0.06 -0.02
H -2.0550 1.0243 0.1115 0.08 -0.14 -0.05
N 0.3772 -1.2841 0.5750 0.41 0.13 0.09
H 2.3442 -1.8041 0.4823 -0.12 0.05 0.05
H 1.9831 -0.1380 1.2468 -0.11 -0.12 -0.05
C 0.7170 1.0433 -1.3674 0.55 0.16 0.00
C -1.3763 0.2326 -0.2335 -0.08 -0.04 0.07
C 1.6042 -1.0614 0.7829 -0.17 -0.12 -0.05
H -1.2516 -0.6772 1.6990 0.10 0.09 -0.10
H -1.0268 0.8404 -2.3778 0.09 0.04 0.10
C -0.5574 -0.2458 0.9679 -0.12 0.14 0.05
O 1.8549 1.3219 -1.3530 -0.93 -0.22 0.00
H -2.0030 -0.5949 -0.5829 0.11 0.08 0.03
```
Positions in Å, forces in eV/Å.

Values from the calculation:
energy = -8834.291 eV
spin multiplicity = 1
HOMO energy = -8.836 eV
maximum force = 1.0 eV/Å
SMILES = C=NCCC=C=O
energy relative to the best compared isomer or geometry (same formula, charge and spin) = 1.912 eV

---

# 8
A single C5H7NO molecule, computed with wB97M-V/def2-TZVPD.

Structure (XYZ):
```
14
Properties=species:S:1:pos:R:3:forces:R:3
H -2.1554 1.1367 -0.0107 0.21 -0.09 0.05
H 0.8298 0.5991 1.8762 0.03 0.06 -0.17
H -2.2904 -0.5488 -0.5131 0.08 0.13 0.15
H -2.1425 -0.1549 1.2080 0.11 0.10 -0.09
C -1.8022 0.1240 0.2036 0.04 0.02 0.02
H -0.4020 -2.2285 0.2014 -0.12 -0.12 -0.07
H 1.6653 1.2887 -1.0085 0.19 -0.25 0.09
C 1.8053 1.1497 0.0605 -0.03 0.11 0.12
C 0.7756 0.7351 0.7955 0.18 -0.08 -0.12
N 0.2377 -1.4543 0.0814 -0.09 -0.44 -0.24
H 2.8158 1.2551 0.4354 -0.19 0.61 0.27
C -0.2983 -0.0193 0.0757 -0.08 0.15 -0.01
O 0.5312 -0.8100 -2.2469 -0.28 -0.04 0.51
C 0.2456 -0.7433 -1.0849 -0.06 -0.16 -0.51
```
Positions in Å, forces in eV/Å.

Values from the calculation:
energy = -8833.598 eV
spin multiplicity = 1
HOMO energy = -9.416 eV
maximum force = 0.7 eV/Å
SMILES = C=C[C@]1(C)NC1=O
energy relative to the best compared isomer or geometry (same formula, charge and spin) = 2.604 eV

---

# 9
A single C5H7NO molecule, computed with wB97M-V/def2-TZVPD.

Structure (XYZ):
```
14
Properties=species:S:1:pos:R:3:forces:R:3
C 2.4392 -0.4827 0.3245 0.03 -0.30 -0.21
H 0.2665 0.9269 0.5566 0.54 0.47 -0.41
H 2.4000 1.3608 0.9776 0.05 -0.08 0.11
H 3.2280 -0.2424 -0.4075 -0.24 -0.07 0.02
N -2.3415 -0.7087 0.4857 0.18 -0.34 -0.35
C 0.1159 -0.0145 0.0101 0.05 0.05 0.29
H 2.7719 -1.4189 0.7940 -0.05 0.08 -0.04
H -2.7657 -1.5480 0.1249 -0.12 -0.14 -0.14
C -1.2452 -0.0803 0.0762 -0.25 -0.16 0.13
O 2.4286 0.4848 1.3798 0.04 0.26 -0.09
H -2.9227 0.8593 -0.9389 0.15 0.05 0.15
C -2.5003 0.6853 0.0524 -0.11 0.29 -0.02
C 1.1656 -0.8398 -0.3661 -0.29 0.12 0.51
H -2.7741 1.4138 0.8100 0.00 -0.23 0.06
```
Positions in Å, forces in eV/Å.

Values from the calculation:
energy = -8829.881 eV
spin multiplicity = 1
HOMO energy = -7.675 eV
maximum force = 0.8 eV/Å
energy relative to the best compared isomer or geometry (same formula, charge and spin) = 6.322 eV

---

# 10
A single C5H7NO molecule, computed with wB97M-V/def2-TZVPD.

Structure (XYZ):
```
14
Properties=species:S:1:pos:R:3:forces:R:3
H 2.3617 -1.1931 1.5714 -0.14 -0.02 -0.05
H -1.1141 0.2787 1.2565 0.04 -0.05 -0.18
N 0.9327 -1.4131 0.1529 0.15 0.24 0.36
C -0.3142 -0.9863 -0.4139 -0.09 -0.11 -0.12
H -1.1211 0.5225 -1.8313 0.10 0.00 0.12
C -0.5560 0.4158 -0.9059 0.12 0.05 -0.17
C 0.3727 1.5690 -0.6858 0.32 0.01 0.12
H -0.7262 -1.7533 -1.0650 0.06 0.14 0.11
H -2.3856 -0.3552 0.1145 0.15 0.02 0.04
H 0.8974 -0.0676 1.7618 0.03 -0.12 -0.11
C 1.3903 -0.8698 1.1973 -0.07 -0.13 -0.17
O 1.5560 1.5198 -0.4483 -0.57 0.00 -0.12
C -1.3380 -0.1187 0.2699 -0.14 0.00 0.20
H -0.1387 2.5529 -0.7518 0.04 -0.03 -0.04
```
Positions in Å, forces in eV/Å.

Values from the calculation:
energy = -8833.795 eV
spin multiplicity = 1
HOMO energy = -9.451 eV
maximum force = 0.6 eV/Å
SMILES = C=N[C@H]1C[C@H]1C=O
energy relative to the best compared isomer or geometry (same formula, charge and spin) = 2.407 eV

---

Per-record Kohn-Sham gap, hartree: 0.3268 0.3271 0.3408 0.3300 0.3619 0.3876 0.3565 0.3793 0.2761 0.3784
Per-record LUMO level, eV: 0.99 0.77 0.75 0.61 0.92 1.03 0.86 0.91 -0.16 0.85